{"formula": "C4H6N2S2", "method": "the ωB97M-V functional and the def2-TZVPD basis", "homo_lumo_gap_ha": 0.33347, "relative_energy_kcal_mol": 45.5, "symbols": ["C", "C", "C", "C", "H", "H", "H", "H", "H", "H", "N", "N", "S", "S"], "xyz": [[-0.545, 1.062, -0.006], [-0.442, 2.357, -0.224], [-1.312, -1.466, -0.192], [0.221, -1.247, -0.112], [2.289, 0.173, 1.359], [0.516, 2.849, -0.289], [-1.255, 3.109, -0.046], [-1.663, -1.583, -1.300], [-1.658, -2.277, 0.564], [2.112, -1.809, 0.155], [0.558, 0.128, -0.205], [1.092, -2.121, 0.011], [2.179, 0.624, 0.055], [-2.092, 0.200, 0.231]]}

---

{"formula": "C4H5N3", "method": "the ωB97M-V functional and the def2-TZVPD basis", "homo_lumo_gap_ha": 0.34380, "relative_energy_kcal_mol": 103.4, "symbols": ["C", "N", "C", "C", "N", "C", "N", "H", "H", "H", "H", "H"], "xyz": [[0.885, 0.686, -1.140], [-0.414, 0.492, -0.499], [-0.377, -0.238, 0.865], [-1.682, -0.597, 1.308], [-2.761, -0.831, 1.669], [0.710, -1.140, 1.053], [1.633, -1.835, 1.173], [1.506, 1.313, -0.493], [0.723, 1.205, -2.086], [1.405, -0.262, -1.311], [-1.161, 0.161, -1.107], [-0.468, 1.044, 0.570]]}

---

{"formula": "ClH2N2O", "method": "the ωB97M-V functional and the def2-TZVPD basis", "homo_lumo_gap_ha": [0.29292, 0.33765], "relative_energy_kcal_mol": 124.6, "charge": -1, "symbols": ["N", "N", "O", "Cl", "H", "H"], "xyz": [[0.146, 0.157, -0.360], [1.165, -0.768, 0.611], [-0.025, -0.267, -1.495], [-1.828, 1.710, 0.928], [-0.506, 0.821, 0.248], [1.047, -1.652, 0.069]]}

---

{"formula": "C27H66LiN3O19P", "method": "the ωB97M-V functional and the def2-TZVPD basis", "homo_lumo_gap_ha": 0.23407, "relative_energy_kcal_mol": 59.2, "charge": 1, "symbols": ["C", "N", "C", "C", "C", "C", "O", "H", "H", "H", "H", "H", "H", "H", "H", "H", "H", "H", "H", "H", "H", "C", "N", "C", "C", "C", "C", "O", "H", "H", "H", "H", "H", "H", "H", "H", "H", "H", "H", "H", "H", "H", "C", "N", "C", "C", "C", "C", "O", "H", "H", "H", "H", "H", "H", "H", "H", "H", "H", "H", "H", "H", "H", "Li", "P", "O", "O", "O", "O", "C", "O", "C", "O", "O", "C", "H", "H", "H", "H", "H", "H", "C", "O", "C", "O", "O", "C", "H", "H", "H", "H", "H", "H", "C", "O", "C", "O", "O", "C", "H", "H", "H", "H", "H", "H", "C", "O", "C", "O", "O", "C", "H", "H", "H", "H", "H", "H"], "xyz": [[4.302, 1.698, -3.714], [2.926, 1.844, -3.235], [2.069, 2.908, -4.079], [2.232, 0.571, -3.530], [2.828, 2.272, -1.721], [3.644, 1.480, -0.760], [3.449, 1.779, 0.572], [4.828, 2.644, -3.771], [4.425, 1.341, -4.678], [4.967, 1.119, -3.217], [1.177, 2.846, -3.769], [1.986, 2.651, -5.192], [2.517, 3.920, -3.938], [2.655, -0.213, -3.001], [2.169, 0.242, -4.607], [1.245, 0.598, -2.994], [1.866, 2.323, -1.449], [3.019, 3.334, -1.605], [4.713, 1.628, -0.955], [3.550, 0.380, -0.793], [2.440, 1.941, 0.883], [-4.744, -0.245, 1.082], [-4.864, 0.359, -0.216], [-5.090, -0.776, -1.191], [-5.928, 1.510, -0.191], [-3.586, 1.011, -0.608], [-3.586, 1.799, -1.857], [-2.289, 2.354, -2.111], [-4.142, -1.071, 1.156], [-5.593, -0.580, 1.329], [-4.348, 0.244, 1.876], [-4.994, -0.668, -2.300], [-6.167, -1.130, -1.459], [-4.484, -1.610, -0.932], [-5.591, 2.295, 0.443], [-6.737, 1.057, 0.343], [-6.210, 1.938, -1.174], [-3.008, 0.159, -0.577], [-3.190, 1.556, 0.252], [-4.068, 2.706, -1.832], [-4.076, 1.227, -2.534], [-1.595, 1.795, -1.796], [-1.805, -2.408, 2.676], [-1.475, -3.347, 1.524], [-1.848, -2.652, 0.153], [-0.057, -3.594, 1.475], [-2.310, -4.527, 1.664], [-2.432, -5.555, 0.510], [-3.361, -6.527, 0.951], [-1.393, -2.810, 3.584], [-2.817, -2.278, 2.719], [-1.278, -1.516, 2.311], [-2.878, -2.384, 0.074], [-1.689, -3.313, -0.665], [-1.425, -1.612, 0.014], [0.182, -4.128, 2.340], [0.542, -2.709, 1.286], [0.317, -4.414, 0.741], [-3.379, -4.261, 1.976], [-2.194, -5.095, 2.513], [-1.510, -6.178, 0.165], [-2.903, -5.057, -0.383], [-4.280, -6.101, 0.938], [-0.338, 1.664, 2.478], [0.283, 0.636, 0.179], [-0.813, 0.531, 1.102], [0.954, 1.690, 1.103], [-0.308, 1.138, -1.025], [0.957, -0.581, 0.020], [2.230, 9.171, 2.185], [1.984, 7.850, 2.158], [1.572, 7.197, 1.142], [1.282, 7.806, 0.103], [1.557, 5.908, 1.166], [1.554, 5.079, 0.115], [2.983, 9.110, 1.368], [2.900, 9.798, 3.088], [1.222, 9.808, 1.877], [1.192, 4.064, 0.322], [2.451, 5.062, -0.588], [0.830, 5.560, -0.628], [7.991, -4.441, 1.214], [6.521, -4.436, 1.364], [5.802, -3.503, 0.564], [6.332, -2.948, -0.365], [4.567, -3.286, 0.971], [3.693, -2.492, 0.099], [8.341, -5.362, 1.684], [8.419, -3.617, 1.856], [8.548, -4.369, 0.311], [4.241, -1.786, -0.360], [3.027, -1.899, 0.869], [3.191, -3.041, -0.665], [0.883, 1.938, 7.135], [1.318, 0.780, 6.653], [1.157, 0.488, 5.264], [0.269, 1.080, 4.718], [1.952, -0.401, 4.781], [1.768, -0.680, 3.443], [1.171, 2.847, 6.432], [1.156, 2.080, 8.119], [-0.144, 1.958, 7.261], [1.017, -0.306, 2.922], [1.827, -1.601, 3.284], [2.533, -0.155, 2.804], [-5.183, -3.615, -4.564], [-3.879, -3.589, -4.257], [-3.230, -2.430, -3.856], [-3.645, -1.367, -4.110], [-2.089, -2.658, -3.297], [-1.294, -1.403, -2.991], [-5.702, -3.062, -3.716], [-5.340, -4.642, -4.299], [-5.325, -3.303, -5.642], [-0.244, -1.642, -3.011], [-1.391, -0.991, -1.979], [-1.477, -0.447, -3.573]]}